50
Properties=species:S:1:pos:R:3:forces:R:3:mulliken_spin:R:1 method="wB97M-V/def2-TZVPD" largest_force_ev_per_a=0.52 total_energy_ev=-91311.6505 multiplicity=2 e_above_lowest_ev=0.000 homo_lumo_gap_ev="7.74 / 7.35"
Ru 0.0394 -0.0413 1.1059 -0.15 -0.42 -0.28 0.943
Cl -5.3756 2.7823 -2.7729 0.00 0.00 0.00 0.001
C -3.9056 2.1347 -2.1174 0.02 0.03 -0.04 0.014
C -2.6950 2.3890 -2.7851 -0.05 0.00 0.00 -0.007
C -1.5199 1.8927 -2.2980 0.02 -0.03 0.06 0.014
Cl -0.0385 2.1999 -3.1235 0.01 0.01 -0.01 0.001
C -1.4673 1.1278 -1.0946 -0.04 0.05 -0.03 0.011
O -0.3229 0.6942 -0.6965 0.01 -0.11 0.06 0.035
C -2.7086 0.8752 -0.4506 0.00 0.01 -0.06 0.001
C -2.8298 0.0300 0.6893 0.06 -0.03 0.06 -0.016
O -1.9257 -0.5030 1.3574 -0.10 0.15 0.17 0.010
C -3.9175 1.3848 -0.9833 0.03 -0.03 0.04 -0.007
H -2.6946 2.9811 -3.6898 0.01 0.00 0.00 0.000
H -3.8511 -0.2096 1.0039 0.00 0.00 -0.02 -0.001
H -4.8503 1.1742 -0.4763 0.00 0.00 -0.01 0.000
O 0.2579 3.8492 2.6272 -0.07 -0.01 0.01 -0.001
Cl 0.3017 2.4600 2.8993 0.11 0.14 -0.07 0.000
O -0.2777 2.1447 4.1687 -0.01 -0.02 0.02 0.003
O -0.5737 1.7894 1.8408 0.09 -0.16 0.03 0.002
O 1.6098 1.9073 2.7660 -0.03 0.07 0.07 0.001
C 1.5089 -0.5837 -6.1026 0.00 0.00 0.00 0.000
C 1.6339 -0.7600 -4.6151 0.00 0.00 0.00 0.001
C 2.7712 -0.3171 -3.9422 0.00 0.00 0.00 0.000
C 2.9023 -0.4867 -2.5759 -0.02 0.00 0.00 0.000
C 1.8753 -1.0996 -1.8714 0.04 0.05 -0.02 0.005
C 0.7351 -1.5488 -2.5145 0.00 -0.03 0.00 -0.005
C 0.6251 -1.3797 -3.8853 0.00 0.00 0.01 -0.001
S 2.0599 -1.2796 -0.1342 0.11 0.09 0.11 -0.005
O 3.2356 -2.0465 0.1197 -0.06 -0.07 0.04 -0.001
O 0.7645 -1.8672 0.3711 -0.10 0.26 -0.23 0.002
O 2.0643 0.0819 0.4948 0.05 -0.08 0.10 -0.008
H 1.9880 0.3384 -6.4308 0.00 0.00 0.00 0.000
H 0.4639 -0.5555 -6.4093 0.00 0.00 0.00 0.000
H 1.9885 -1.4109 -6.6301 0.00 0.00 0.00 0.000
H 3.5630 0.1718 -4.4969 0.00 0.00 0.00 0.000
H 3.7869 -0.1403 -2.0577 0.00 0.01 0.00 0.000
H -0.0541 -2.0196 -1.9450 0.00 0.01 0.00 0.001
H -0.2666 -1.7254 -4.3946 0.00 0.00 0.00 0.000
C -0.3066 -1.2081 6.4326 0.00 0.00 0.01 -0.001
N 0.2353 -1.2265 5.0853 -0.02 0.03 -0.02 0.008
C 1.5194 -1.5828 4.7264 0.02 -0.02 -0.02 -0.001
C 1.6294 -1.3414 3.3977 0.02 -0.01 0.04 0.018
N 0.4304 -0.8344 2.9503 0.09 0.11 -0.06 -0.048
C -0.3798 -0.7744 3.9904 -0.02 0.00 0.04 0.034
H 0.1296 -2.0237 7.0036 -0.01 -0.01 0.00 0.000
H -1.3841 -1.3462 6.3901 0.00 0.01 0.00 0.000
H -0.0807 -0.2600 6.9177 0.00 0.00 0.00 0.001
H 2.2220 -1.9693 5.4424 0.00 0.00 0.00 -0.001
H 2.4689 -1.4786 2.7391 0.01 -0.01 0.01 -0.002
H -1.3843 -0.3889 3.9740 0.00 -0.01 0.00 0.001